[1]
{
  "formula": "C7H9N",
  "method": "the ωB97M-V functional and the def2-TZVPD basis",
  "gap_ev": 9.7,
  "smiles": "C1=C[C@H]2[C@H]3CC[C@H]1N32",
  "homo_ev": -8.56,
  "species": ["C", "C", "C", "C", "C", "C", "C", "H", "H", "H", "H", "H", "H", "H", "H", "H", "N"],
  "xyz": [[0.329, -1.425, 1.205], [0.853, -1.667, -0.244], [0.096, -0.630, -1.179], [-0.439, 0.803, -1.135], [-0.125, 1.958, -0.216], [-0.129, 1.540, 1.087], [0.100, 0.023, 0.836], [1.142, -1.562, 1.938], [-0.575, -1.951, 1.538], [1.899, -1.380, -0.183], [0.709, -2.635, -0.721], [-0.102, -1.112, -2.160], [-0.815, 1.074, -2.127], [-0.302, 2.962, -0.609], [0.076, 2.245, 1.893], [1.036, 0.174, 0.316], [-1.026, -0.203, -0.287]],
  "nbo_charge": [-0.402, -0.396, -0.106, -0.130, -0.216, -0.186, -0.113, 0.216, 0.226, 0.199, 0.219, 0.192, 0.212, 0.220, 0.229, 0.192, -0.353]
}

***

[2]
{
  "formula": "C7H9N",
  "method": "the ωB97M-V functional and the def2-TZVPD basis",
  "gap_ev": 5.1,
  "homo_ev": -7.36,
  "species": ["C", "C", "N", "C", "C", "C", "C", "C", "H", "H", "H", "H", "H", "H", "H", "H", "H"],
  "xyz": [[-0.084, 0.290, -1.678], [0.745, -0.525, -2.488], [1.971, -0.944, -2.414], [-0.942, 1.272, 0.411], [-0.253, 0.245, -0.190], [0.159, -1.144, 0.363], [-0.527, 0.896, 2.908], [-1.215, 1.406, 1.706], [-0.801, 0.837, -2.220], [0.559, -0.428, -3.546], [2.341, -1.407, -3.264], [0.160, -1.151, 1.455], [1.163, -1.284, -0.002], [-0.648, -1.847, 0.058], [-1.022, 1.244, 3.784], [0.537, 0.896, 2.951], [-2.142, 1.644, 2.164]],
  "nbo_charge": [-0.044, 0.005, -0.540, -0.024, -0.060, -0.690, -0.365, -0.310, 0.223, 0.166, 0.349, 0.226, 0.246, 0.223, 0.177, 0.180, 0.239]
}

***

[3]
{
  "formula": "C7H9N",
  "method": "the ωB97M-V functional and the def2-TZVPD basis",
  "gap_ev": 8.1,
  "smiles": "C=C1C(C)=CN=C1C",
  "homo_ev": -8.35,
  "species": ["C", "C", "C", "C", "C", "C", "C", "N", "H", "H", "H", "H", "H", "H", "H", "H", "H"],
  "xyz": [[-2.178, -1.494, 0.124], [2.141, 1.310, -0.110], [-0.751, -1.064, 0.021], [-0.283, 0.350, 0.030], [1.149, 0.209, -0.069], [1.376, -1.112, -0.136], [-1.017, 1.461, 0.100], [0.247, -1.908, -0.077], [2.351, -1.577, -0.221], [-2.408, -2.169, -0.706], [-2.320, -2.032, 1.065], [-2.869, -0.652, 0.089], [3.096, 0.966, -0.521], [2.325, 1.696, 0.897], [1.795, 2.136, -0.740], [-2.099, 1.436, 0.163], [-0.556, 2.443, 0.091]],
  "nbo_charge": [-0.660, -0.629, 0.268, -0.104, -0.102, -0.011, -0.270, -0.431, 0.196, 0.239, 0.237, 0.210, 0.225, 0.217, 0.211, 0.202, 0.204]
}

***

[4]
{
  "formula": "C7H9N",
  "method": "the ωB97M-V functional and the def2-TZVPD basis",
  "gap_ev": 9.8,
  "smiles": "C=C1C=C[C@]2(CN2)C1",
  "homo_ev": -8.81,
  "species": ["C", "C", "C", "C", "C", "C", "C", "H", "H", "H", "H", "H", "H", "H", "H", "H", "N"],
  "xyz": [[2.787, -0.605, 0.173], [1.473, -0.229, -0.001], [0.101, -1.024, -0.301], [-1.015, -0.011, 0.044], [-2.218, 0.012, 0.694], [-0.210, 1.454, -0.181], [1.135, 1.337, -0.145], [3.261, 0.390, 0.087], [3.241, -1.597, 0.370], [-0.136, -1.232, -1.394], [-0.070, -1.708, 0.465], [-2.793, 1.070, 0.821], [-2.541, -0.814, 1.572], [-2.294, -1.259, -0.852], [-0.584, 2.653, -0.075], [2.121, 1.861, -0.547], [-2.259, -0.296, -0.729]],
  "nbo_charge": [-0.445, 0.017, -0.465, 0.067, -0.254, -0.189, -0.273, 0.205, 0.228, 0.249, 0.229, 0.222, 0.196, 0.338, 0.227, 0.241, -0.593]
}

***

[5]
{
  "formula": "C7H9N",
  "method": "the ωB97M-V functional and the def2-TZVPD basis",
  "gap_ev": 7.4,
  "homo_ev": -6.60,
  "species": ["C", "C", "C", "C", "C", "C", "C", "H", "H", "H", "H", "H", "H", "H", "H", "H", "N"],
  "xyz": [[0.233, -0.209, -2.026], [1.454, -0.057, -0.974], [1.336, 0.289, 1.571], [-1.019, 0.284, 1.487], [-1.109, -0.119, -1.088], [-0.603, -0.427, 0.351], [0.961, -0.190, 0.290], [0.287, 0.664, -2.924], [-0.335, -1.254, -2.617], [2.490, -0.209, -1.243], [2.171, 0.819, 1.825], [0.069, 1.273, 2.908], [-1.968, 0.287, 2.117], [-1.835, -1.035, -1.220], [-0.740, -1.563, 0.482], [-1.563, 0.836, -0.942], [0.171, 0.610, 2.004]],
  "nbo_charge": [-0.446, -0.286, -0.180, -0.147, -0.394, -0.302, 0.012, 0.215, 0.206, 0.219, 0.210, 0.405, 0.223, 0.204, 0.203, 0.210, -0.354]
}

***

[6]
{
  "formula": "C7H9N",
  "method": "the ωB97M-V functional and the def2-TZVPD basis",
  "gap_ev": 8.8,
  "homo_ev": -8.16,
  "species": ["C", "C", "C", "C", "C", "C", "C", "H", "H", "H", "H", "H", "H", "H", "H", "H", "N"],
  "xyz": [[-1.285, 0.223, -1.355], [-0.487, -0.160, 0.642], [0.259, 0.032, 1.926], [1.470, 0.347, 1.490], [1.608, 0.034, 0.047], [0.255, 0.063, -1.378], [0.469, -0.839, -0.267], [-1.585, 1.263, -1.360], [-1.820, -0.246, -2.169], [-2.570, 0.033, 0.246], [-0.453, 0.906, 0.345], [-0.120, 0.178, 2.944], [2.309, 0.811, 1.974], [2.542, -0.052, -0.421], [0.700, -0.177, -2.346], [0.461, -1.949, -0.246], [-1.753, -0.467, -0.072]],
  "nbo_charge": [-0.266, -0.095, -0.163, -0.251, -0.145, -0.172, -0.316, 0.179, 0.211, 0.357, 0.188, 0.226, 0.222, 0.209, 0.208, 0.211, -0.603]
}

***

[7]
{
  "formula": "C7H9N",
  "method": "the ωB97M-V functional and the def2-TZVPD basis",
  "gap_ev": 10.2,
  "smiles": "c1ccncc1.C=C",
  "homo_ev": -9.40,
  "species": ["C", "C", "C", "C", "C", "C", "C", "H", "H", "H", "H", "H", "H", "H", "H", "H", "N"],
  "xyz": [[1.957, -0.471, 3.298], [2.412, 0.667, 3.691], [-1.956, 0.561, -3.026], [-2.419, -0.093, -1.771], [-1.535, -0.567, -0.875], [-0.219, -0.381, -1.172], [0.133, -0.063, -2.418], [1.540, -0.400, 2.337], [1.952, -1.550, 3.827], [2.375, 1.434, 2.992], [2.592, 0.841, 4.792], [-2.662, 1.396, -3.508], [-3.543, -0.093, -1.494], [-1.898, -0.921, 0.042], [0.761, -0.814, -0.604], [1.222, -0.015, -2.749], [-0.712, 0.467, -3.361]],
  "nbo_charge": [-0.379, -0.394, 0.063, -0.245, -0.209, -0.257, 0.009, 0.180, 0.202, 0.194, 0.197, 0.201, 0.218, 0.223, 0.224, 0.200, -0.427]
}

***

[8]
{
  "formula": "C7H9N",
  "method": "the ωB97M-V functional and the def2-TZVPD basis",
  "gap_ev": 9.4,
  "smiles": "C#C[C@@H]1C[C@H](C=C)N1",
  "homo_ev": -8.93,
  "species": ["C", "C", "C", "C", "C", "C", "C", "H", "H", "H", "H", "H", "H", "H", "H", "H", "N"],
  "xyz": [[-0.057, -2.002, -0.864], [-1.136, -1.105, -1.008], [-1.218, -0.082, 0.131], [-0.260, 0.123, 1.296], [0.253, 1.539, 0.546], [1.580, 1.207, 0.162], [2.592, 0.343, 0.034], [0.600, -1.961, 0.137], [0.376, -2.597, -1.643], [-1.788, -0.740, -1.811], [-2.340, -0.301, 0.813], [0.555, -0.632, 1.744], [-0.800, 0.624, 2.113], [0.050, 2.688, 0.978], [-0.815, 1.429, -1.425], [3.506, 0.119, -0.726], [-1.098, 1.350, -0.478]],
  "nbo_charge": [-0.385, -0.219, -0.066, -0.395, -0.166, -0.027, -0.293, 0.206, 0.201, 0.227, 0.176, 0.251, 0.225, 0.245, 0.358, 0.267, -0.605]
}

***

[9]
{
  "formula": "C7H9N",
  "method": "the ωB97M-V functional and the def2-TZVPD basis",
  "gap_ev": 9.5,
  "smiles": "C1=C[C@H]2CN2[C@@H]2C[C@H]12",
  "homo_ev": -8.43,
  "species": ["C", "C", "C", "C", "C", "C", "C", "H", "H", "H", "H", "H", "H", "H", "H", "H", "N"],
  "xyz": [[1.293, -0.915, 0.712], [1.512, 0.082, -0.459], [0.828, 1.449, -0.339], [-0.435, 1.731, 0.045], [-1.180, 0.446, 0.371], [-2.057, -0.590, -0.173], [0.471, -0.999, -0.563], [2.115, -1.736, 0.962], [0.851, -0.377, 1.580], [2.358, -0.039, -1.225], [1.416, 2.324, -0.603], [-0.828, 2.652, 0.393], [-0.877, 0.147, 1.361], [-2.224, -1.519, 0.515], [-2.972, -0.242, -0.794], [0.512, -2.003, -1.051], [-0.782, -0.412, -0.732]],
  "nbo_charge": [-0.448, -0.282, -0.171, -0.185, -0.159, -0.192, -0.056, 0.238, 0.220, 0.236, 0.210, 0.211, 0.174, 0.191, 0.205, 0.220, -0.411]
}

***

[10]
{
  "formula": "C7H9N2OP",
  "method": "the ωB97M-V functional and the def2-TZVPD basis",
  "gap_ev": 8.4,
  "homo_ev": -7.75,
  "species": ["C", "C", "C", "C", "C", "C", "C", "N", "N", "O", "P", "H", "H", "H", "H", "H", "H", "H", "H", "H"],
  "xyz": [[-0.962, 1.847, 2.667], [-0.808, 0.529, 2.207], [-0.811, 2.867, 1.738], [-0.285, 1.397, 0.064], [-0.479, 0.289, 0.878], [1.297, -1.494, -1.953], [-0.161, -1.759, -2.319], [-0.474, 2.628, 0.457], [1.323, -1.380, -0.540], [-0.788, -2.318, -1.105], [0.007, -2.016, 0.259], [-1.213, 2.122, 3.653], [-1.085, -0.226, 2.862], [-0.512, 3.913, 2.030], [0.168, 1.069, -0.870], [1.782, -2.420, -2.255], [1.598, -0.489, -2.326], [-0.602, -0.781, -2.465], [-0.175, -2.498, -3.086], [2.178, -1.279, 0.103]],
  "nbo_charge": [-0.257, -0.240, 0.001, -0.029, -0.254, -0.252, -0.072, -0.426, -1.000, -0.807, 1.331, 0.211, 0.201, 0.196, 0.168, 0.184, 0.219, 0.197, 0.205, 0.424]
}

***

[11]
{
  "formula": "C7H9N2P",
  "method": "the ωB97M-V functional and the def2-TZVPD basis",
  "gap_ev": 9.1,
  "homo_ev": -8.58,
  "species": ["C", "C", "C", "C", "C", "C", "C", "N", "N", "P", "H", "H", "H", "H", "H", "H", "H", "H", "H"],
  "xyz": [[-2.554, -1.053, -0.047], [-2.099, 0.281, 0.099], [-1.780, -2.174, 0.059], [-0.682, 0.416, 0.121], [-0.017, -0.818, 0.262], [0.138, 1.641, 0.451], [1.696, 1.184, 0.221], [-0.503, -1.994, 0.367], [1.748, -0.263, 0.580], [2.939, -1.289, -0.016], [-3.596, -1.074, -0.316], [-2.835, 1.040, 0.384], [-2.019, -3.160, -0.005], [-0.099, 2.647, 0.006], [-0.026, 1.771, 1.500], [2.097, 1.569, -0.714], [2.327, 1.634, 0.930], [2.269, -1.806, -1.181], [2.623, -2.400, 0.748]],
  "nbo_charge": [-0.253, -0.158, 0.018, -0.097, 0.444, -0.427, -0.213, -0.442, -0.787, 0.549, 0.216, 0.227, 0.205, 0.230, 0.222, 0.183, 0.201, -0.077, -0.041]
}

***

[12]
{
  "formula": "C7H9N3O",
  "method": "the ωB97M-V functional and the def2-TZVPD basis",
  "gap_ev": 7.4,
  "smiles": "CN1C=CCc2[nH]c(=O)[nH]c21",
  "homo_ev": -6.79,
  "species": ["C", "C", "C", "C", "C", "C", "C", "N", "N", "N", "O", "H", "H", "H", "H", "H", "H", "H", "H", "H"],
  "xyz": [[-0.048, 2.175, -0.216], [0.922, 1.596, 0.455], [-1.070, 0.061, -0.621], [0.031, -0.517, 0.078], [-1.436, -2.177, -0.209], [-1.136, 1.435, -0.959], [2.275, -0.474, 0.894], [-1.928, -1.031, -0.816], [-0.149, -1.829, 0.289], [1.124, 0.277, 0.557], [-2.057, -3.241, -0.308], [-0.266, 3.215, -0.354], [1.568, 2.216, 0.988], [-2.227, 1.824, -0.604], [-0.980, 1.890, -1.956], [2.151, -0.938, 1.939], [2.510, -1.284, 0.084], [3.241, 0.090, 1.099], [-2.730, -0.833, -1.408], [0.208, -2.455, 1.069]],
  "nbo_charge": [-0.260, 0.011, 0.056, 0.285, 0.744, -0.453, -0.417, -0.587, -0.612, -0.429, -0.645, 0.214, 0.205, 0.182, 0.213, 0.185, 0.213, 0.228, 0.427, 0.440]
}

***

[13]
{
  "formula": "C7H9N3O",
  "method": "the ωB97M-V functional and the def2-TZVPD basis",
  "gap_ev": [8.3, 8.3],
  "homo_ev": [-8.55, -8.55],
  "species": ["C", "C", "C", "C", "C", "C", "C", "N", "N", "N", "O", "H", "H", "H", "H", "H", "H", "H", "H", "H"],
  "xyz": [[2.008, 1.633, 0.035], [-1.408, 0.451, 1.155], [0.035, 2.206, 1.195], [0.586, 1.589, -0.001], [-0.234, -0.298, 0.804], [-1.305, -1.030, -1.304], [0.902, -1.820, -0.508], [3.141, 1.710, 0.214], [-1.295, 1.679, 1.327], [-0.282, -1.195, -0.216], [0.556, 2.891, 2.015], [-2.384, -0.037, 1.140], [0.241, 1.736, -0.969], [0.489, -0.615, 1.600], [-2.280, -0.800, -0.800], [-0.988, -0.119, -1.906], [-1.446, -1.970, -1.897], [1.100, -1.631, -1.539], [1.623, -1.438, 0.200], [0.941, -2.940, -0.547]],
  "nbo_charge": [0.255, 0.053, 0.623, -0.535, 0.087, -0.429, -0.404, -0.333, -0.387, -0.386, -0.520, 0.201, 0.247, 0.247, 0.216, 0.208, 0.232, 0.201, 0.222, 0.201]
}

***

In order of appearance, energy relative to the best compared isomer or geometry (same formula, charge and spin) = 590.2, 764.2, 126.5, 602.5, 590.5, 608.1, 322.3, 814.9, 515.4, 198.1, 243.4, 165.7, 341.8 kJ/mol.